(1)
ORCA calculation (ωB97M-V/def2-TZVPD) on C16H19N3O3 in the gas phase in a non-equilibrium geometry.

Structure (XYZ):
```
41
C16H19N3O3 ωB97M-V/def2-TZVPD
N 0.138 -0.448 1.279
C 0.338 -1.552 0.494
C -0.658 -1.615 -0.627
C -2.096 -1.392 -0.263
C -3.097 -2.191 0.289
N -4.193 -1.417 0.542
C -4.013 -0.105 0.060
C -4.929 0.938 0.167
C -4.415 2.183 -0.160
C -3.138 2.372 -0.677
C -2.375 1.194 -0.924
C -2.757 -0.070 -0.492
C 1.750 -1.607 -0.094
O 2.008 -2.623 -0.776
N 2.637 -0.615 -0.135
C 3.800 -0.696 -0.927
C 4.832 0.355 -0.530
C 4.389 0.635 0.931
C 2.897 0.491 0.796
C 2.270 1.776 0.265
O 2.874 2.711 -0.201
O 0.876 1.769 0.373
H 0.575 -0.494 2.161
H -0.813 -0.305 1.486
H 0.283 -2.492 1.132
H -0.295 -0.746 -1.240
H -0.536 -2.587 -1.158
H -3.011 -3.270 0.601
H -5.085 -1.853 0.747
H -5.937 0.804 0.594
H -5.025 3.034 0.067
H -2.775 3.328 -0.981
H -1.335 1.413 -0.927
H 3.675 -0.570 -1.986
H 4.250 -1.649 -0.883
H 4.807 1.189 -1.239
H 5.855 -0.113 -0.613
H 4.662 1.553 1.438
H 4.826 -0.124 1.548
H 2.357 0.255 1.702
H 0.607 0.834 0.737
```

Results
E_HOMO	-8.13	eV
energy above the lowest of the compared OMol25 structures with the same formula, charge and spin	285.00	kJ/mol
SMILES string	N[C@@H](Cc1c[nH]c2ccccc12)C(=O)N1CCC[C@H]1C(=O)O
orbital gap	8.56	eV
electronic energy	-27512.530	eV

Atom charges from the Löwdin analysis, given in e for atoms 1 to 6: number 1, N, carries 0.076; number 2, C, carries -0.330; number 3, C, carries -0.090; number 4, C, carries -0.148; number 5, C, carries -0.052; number 6, N, carries 0.056

***

(2)
ORCA calculation (ωB97M-V/def2-TZVPD) on C5H4O2 in the gas phase.

Structure (XYZ):
```
11
C5H4O2 ωB97M-V/def2-TZVPD
O 2.298 -1.452 0.208
C 1.280 -0.830 0.065
C 1.134 0.617 -0.048
C -0.088 1.189 -0.091
C -1.274 0.379 -0.036
C -1.117 -0.954 0.015
O 0.086 -1.555 0.001
H 2.052 1.194 -0.056
H -0.184 2.270 -0.147
H -2.264 0.817 -0.012
H -1.923 -1.675 0.101
```

Results
E_HOMO	-9.19	eV
energy above the lowest of the compared OMol25 structures with the same formula, charge and spin	0.99	kJ/mol
SMILES string	O=c1cccco1
orbital gap	9.38	eV
electronic energy	-9344.172	eV

Atom charges from the Löwdin analysis, given in e for atoms 1 to 6: number 1, O, carries 0.112; number 2, C, carries -0.444; number 3, C, carries 0.010; number 4, C, carries -0.057; number 5, C, carries -0.068; number 6, C, carries -0.103

***

(3)
ORCA calculation (ωB97M-V/def2-TZVPD) on a 2-piece molecular cluster, C4H5ClN2 overall in a non-equilibrium geometry.

Structure (XYZ):
```
12
C4H5ClN2 ωB97M-V/def2-TZVPD
C -0.292 0.578 -0.412
C 2.558 -0.305 1.449
C -0.695 -1.608 0.695
C -1.056 1.453 -1.385
N -0.579 -0.491 0.014
N 2.654 -0.203 2.610
Cl 2.369 -0.299 -0.137
H -0.197 -2.507 0.275
H -1.153 -1.650 1.583
H -1.788 0.829 -1.854
H -1.467 2.206 -0.777
H -0.355 1.997 -2.061
```

Results
E_HOMO	-7.75	eV
energy above the lowest of the compared OMol25 structures with the same formula, charge and spin	427.54	kJ/mol
orbital gap	8.16	eV
electronic energy	-19727.514	eV

Atom charges from the Löwdin analysis, given in e for atoms 1 to 6: number 1, C, carries -0.182; number 2, C, carries -0.829; number 3, C, carries -0.022; number 4, C, carries -0.063; number 5, N, carries -0.086; number 6, N, carries 0.088

***

(4)
ORCA calculation (ωB97M-V/def2-TZVPD) on a 2-piece molecular cluster, C6H13N2O overall in a non-equilibrium geometry.

Structure (XYZ):
```
22
C6H13N2O ωB97M-V/def2-TZVPD
C -1.485 -0.918 -0.856
C 0.383 0.223 -0.715
C -2.232 0.994 0.666
C 2.711 0.364 -0.046
C 1.354 -1.405 0.771
C -2.464 -0.407 0.111
N 1.424 -0.282 -0.134
N 0.426 1.230 -1.535
O -1.347 -1.787 -1.598
H -2.439 1.909 0.111
H -3.072 1.062 1.414
H -1.300 0.881 1.292
H 2.884 0.842 1.082
H 3.468 -0.431 -0.269
H 2.875 1.167 -0.708
H 2.131 -1.320 1.587
H 0.324 -1.653 1.233
H 1.657 -2.304 0.171
H -3.476 -0.391 -0.331
H -2.630 -1.194 0.933
H -0.399 1.567 -1.888
H 1.209 1.853 -1.290
```

Results
E_HOMO	-13.77	eV
energy above the lowest of the compared OMol25 structures with the same formula, charge and spin	321.26	kJ/mol
charge	+1
orbital gap	10.32	eV
electronic energy	-11451.385	eV

Atom charges from the Löwdin analysis, given in e for atoms 1 to 6: number 1, C, carries -0.164; number 2, C, carries -0.176; number 3, C, carries -0.100; number 4, C, carries -0.035; number 5, C, carries -0.046; number 6, C, carries -0.200

***

(5)
ORCA calculation (ωB97M-V/def2-TZVPD) on C9H17BrSi as an isolated structure in a non-equilibrium geometry.

Structure (XYZ):
```
28
C9H17BrSi ωB97M-V/def2-TZVPD
C 2.426 2.366 1.194
C 1.540 1.547 1.274
C 2.034 -1.825 0.020
C -2.797 -1.385 0.685
C -0.026 2.135 -1.489
C 1.219 -1.052 -1.054
C -1.278 -1.557 0.770
C -1.009 1.004 -1.320
C 0.460 0.741 1.430
Si -0.251 -0.234 -0.105
Br -1.050 2.003 1.781
H 3.196 2.992 0.964
H 1.285 -2.657 0.371
H 3.016 -2.184 -0.251
H 2.156 -1.137 0.830
H -3.402 -1.911 1.465
H -3.202 -0.428 0.897
H -3.132 -1.682 -0.340
H 0.195 2.642 -0.590
H 0.969 1.769 -2.020
H -0.544 2.939 -1.969
H 1.011 -1.773 -1.884
H 1.967 -0.442 -1.600
H -1.170 -2.396 0.088
H -0.929 -1.666 1.788
H -1.176 0.747 -2.355
H -1.961 1.367 -0.793
H 0.451 0.076 2.213
```

Results
E_HOMO	-9.29	eV
energy above the lowest of the compared OMol25 structures with the same formula, charge and spin	277.06	kJ/mol
orbital gap	9.76	eV
electronic energy	-87525.970	eV

Atom charges from the Löwdin analysis, given in e for atoms 1 to 6: number 1, C, carries 0.158; number 2, C, carries -0.333; number 3, C, carries -0.171; number 4, C, carries -0.178; number 5, C, carries -0.211; number 6, C, carries -0.299

***

(6)
ORCA calculation (ωB97M-V/def2-TZVPD) on C41H73BaNO7P3Si3 as an isolated structure.

Structure (XYZ):
```
129
C41H73BaNO7P3Si3 ωB97M-V/def2-TZVPD
Ba -1.192 -0.368 -1.235
C -5.407 -4.839 0.190
C -5.067 -3.856 -0.907
C -4.196 -4.445 -1.997
O -4.433 -2.639 -0.400
P -3.437 -2.323 0.768
O -3.122 -0.874 0.740
C -1.994 -3.382 0.485
P -0.466 -2.965 1.370
O 0.343 -2.004 0.568
O -0.997 -2.505 2.754
C -0.236 -2.263 3.995
C -0.270 -3.532 4.817
C 1.161 -1.758 3.714
O 0.285 -4.318 1.651
C 1.189 -4.928 0.666
C 1.037 -6.424 0.821
C 2.594 -4.434 0.916
O -4.004 -2.870 2.117
C -4.805 -2.011 3.015
C -3.868 -1.283 3.950
C -5.771 -2.926 3.729
H -5.953 -5.674 -0.249
H -6.036 -4.383 0.951
H -4.514 -5.241 0.673
H -5.986 -3.472 -1.348
H -3.290 -4.895 -1.586
H -3.927 -3.678 -2.725
H -4.744 -5.229 -2.519
H -1.753 -3.381 -0.582
H -2.281 -4.405 0.739
H -0.822 -1.483 4.479
H 0.298 -4.323 4.328
H -1.295 -3.872 4.961
H 0.171 -3.344 5.797
H 1.765 -2.522 3.219
H 1.640 -1.524 4.665
H 1.162 -0.854 3.105
H 0.856 -4.616 -0.329
H 1.334 -6.730 1.824
H 1.676 -6.936 0.102
H 0.006 -6.735 0.652
H 2.907 -4.691 1.930
H 2.661 -3.356 0.779
H 3.283 -4.909 0.217
H -5.344 -1.299 2.386
H -3.324 -2.001 4.565
H -4.449 -0.635 4.608
H -3.161 -0.670 3.394
H -5.225 -3.683 4.293
H -6.443 -3.423 3.032
H -6.374 -2.346 4.428
N 2.547 0.044 1.014
C 3.949 -0.052 1.012
C 4.562 -1.125 1.659
C 5.940 -1.216 1.728
C 6.733 -0.229 1.158
C 6.128 0.847 0.530
C 4.741 0.959 0.448
P 3.900 2.328 -0.429
C 3.400 3.433 0.941
C 2.854 4.672 0.597
C 2.359 5.523 1.571
C 2.387 5.139 2.907
C 2.924 3.910 3.257
C 3.432 3.061 2.280
C 5.287 3.242 -1.185
C 5.575 2.983 -2.523
C 6.636 3.618 -3.153
C 7.410 4.530 -2.452
C 7.124 4.803 -1.120
C 6.071 4.160 -0.488
H 2.082 -0.855 0.971
H 2.204 0.631 0.262
H 3.942 -1.885 2.124
H 6.396 -2.059 2.233
H 7.812 -0.294 1.207
H 6.746 1.617 0.087
H 2.821 4.973 -0.445
H 1.949 6.485 1.291
H 1.997 5.799 3.671
H 2.958 3.610 4.297
H 3.855 2.107 2.568
H 4.962 2.279 -3.074
H 6.851 3.407 -4.192
H 8.233 5.033 -2.943
H 7.726 5.516 -0.573
H 5.855 4.373 0.551
C -0.068 2.313 1.127
O -0.738 1.887 -0.058
Si -1.358 3.026 -1.229
C -2.635 4.016 -0.292
C 0.079 4.181 -1.549
C -1.874 1.962 -2.588
Si -3.600 1.530 -2.979
C -3.815 -0.384 -3.048
C -4.863 1.994 -1.667
C -4.231 2.185 -4.620
Si -0.600 1.683 -3.876
C 1.027 1.028 -3.092
C -0.147 3.151 -4.946
C -1.021 0.258 -5.054
H -0.649 3.076 1.650
H 0.917 2.721 0.895
H 0.058 1.456 1.791
H -2.143 4.641 0.458
H -3.365 3.389 0.219
H -3.176 4.685 -0.965
H 0.363 4.689 -0.623
H -0.216 4.949 -2.267
H 0.971 3.681 -1.933
H -3.927 -0.840 -2.056
H -3.043 -0.912 -3.620
H -4.758 -0.600 -3.559
H -4.599 1.590 -0.686
H -5.830 1.567 -1.947
H -4.993 3.072 -1.567
H -3.601 1.897 -5.464
H -4.251 3.277 -4.591
H -5.246 1.836 -4.825
H 1.279 1.446 -2.112
H 1.860 1.291 -3.750
H 1.088 -0.069 -3.020
H 0.365 3.925 -4.374
H -1.046 3.597 -5.377
H 0.508 2.849 -5.767
H -1.041 -0.721 -4.557
H -0.238 0.196 -5.814
H -1.975 0.373 -5.570
```

Results
E_HOMO	-9.54	eV
energy above the lowest of the compared OMol25 structures with the same formula, charge and spin	83.54	kJ/mol
charge	+1
orbital gap	7.09	eV
electronic energy	-111724.918	eV

Atom charges from the Löwdin analysis, given in e for atoms 1 to 6: number 1, Ba, carries 1.904; number 2, C, carries -0.034; number 3, C, carries -0.394; number 4, C, carries -0.034; number 5, O, carries -0.183; number 6, P, carries 0.401